# C11H9IN2S

C11H9IN2S in the gas phase at a distorted geometry (ωB97M-V/def2-TZVPD, the Open Molecules 2025 dataset).

Summary:
Spin multiplicity: 1
DFT total energy (eV): -33463.416
LUMO energy (spin up / spin down) (hartree): -0.0155 / -0.0102
Total charge: 0
Highest occupied orbital energy (spin up / spin down) (eV): -7.99 / -7.38

Each atom is followed by the atoms it is bonded to, with distances in Å.
Positions of all 24 atoms, in Å:
1 C 1.3883 1.4008 -1.0877  C2 1.357, C4 1.434, H16 0.973
2 C 2.6887 1.7779 -1.0004  C1 1.357, S14 1.732, H17 1.162
3 C 1.3968 2.6674 0.8653  C4 1.403, S14 1.732, H18 0.991
4 C 0.6041 1.8875 0.0104  C1 1.434, C3 1.403, C10 1.441
5 C -0.5347 -2.6844 1.0777  C7 1.317, C8 1.472, H19 1.125
6 C -0.9135 -0.1805 1.7039  C8 1.310, H20 1.060
7 C -0.4333 -3.2166 -0.1229  C5 1.317, N13 1.372, H21 1.122
8 C -0.7879 -1.2403 0.9448  C5 1.472, C6 1.310, C9 1.496
9 C -0.9439 -1.1093 -0.5372  C8 1.496, N12 1.284, N13 1.362
10 C -0.8275 1.7954 0.1413  C4 1.441, C11 1.503, H22 1.177
11 C -1.7095 1.0634 -0.8312  C10 1.503, N12 1.358, I15 2.292, H23 1.079
12 N -1.2278 -0.1165 -1.3005  C9 1.284, C11 1.358
13 N -0.5376 -2.2744 -1.1146  C7 1.372, C9 1.362, H24 1.019
14 S 3.0582 2.7540 0.3819  C2 1.732, C3 1.732
15 I -3.7210 0.9471 0.2617  C11 2.292
16 H 1.0459 0.8864 -1.8386  C1 0.973
17 H 3.4614 1.5231 -1.8295  C2 1.162
18 H 1.1186 3.2060 1.6498  C3 0.991
19 H -0.3891 -3.1502 2.0913  C5 1.125
20 H -0.5730 0.2639 2.6037  C6 1.060
21 H -0.2554 -4.3181 -0.2386  C7 1.122
22 H -1.3961 2.4243 0.9571  C10 1.177
23 H -2.1664 1.7478 -1.5288  C11 1.079
24 H -0.7665 -2.6462 -2.0355  N13 1.019

Atom charges from the Mulliken analysis, given in e for atoms 1 to 5: C -1.03; C -0.20; C -0.77; C 0.78; C -0.92